Run a
A molecular structure, C16H19Cl2NNiS2. Source: the Open Molecules 2025 dataset; level of theory: ωB97M-V with the def2-TZVPD basis set.

Last column: Mulliken charge in e.
Positions of all 41 atoms, in Å:
1 Ni 0.278 -0.253 0.651  0.1977
2 C 0.131 1.970 2.446  -0.5674
3 C -1.152 1.471 2.300  -0.4415
4 C -1.414 0.116 2.544  -0.3892
5 C -0.395 -0.742 2.962  -0.6503
6 C 0.903 -0.242 3.080  -0.7293
7 C 1.167 1.107 2.797  -0.0254
8 H 0.332 3.018 2.266  0.5015
9 H -1.962 2.127 2.009  0.4838
10 H -2.437 -0.237 2.485  0.5020
11 H -0.634 -1.763 3.231  0.5139
12 H 1.700 -0.890 3.417  0.6362
13 H 2.176 1.484 2.906  0.5261
14 Cl 1.455 -3.198 -3.256  -0.0653
15 C 1.033 -1.575 -2.881  -0.3316
16 Cl -0.172 -1.523 -1.483  -0.0542
17 H 0.500 -1.122 -3.708  0.4240
18 H 1.902 -1.005 -2.578  0.2243
19 C 3.177 -2.616 0.350  -0.8257
20 S 1.580 -2.625 1.211  0.1750
21 C 0.793 -4.070 0.472  -0.8217
22 H 3.054 -2.973 -0.673  0.2204
23 H 3.885 -3.255 0.873  0.3824
24 H 3.566 -1.601 0.341  0.3328
25 H 1.310 -4.963 0.816  0.3947
26 H 0.809 -4.017 -0.614  0.1923
27 H -0.236 -4.100 0.826  0.3359
28 S 0.719 3.441 -1.866  -0.1148
29 C 1.127 2.181 -0.828  -0.5130
30 N 0.166 1.353 -0.508  0.8114
31 C -1.046 1.726 -1.129  0.3273
32 C -2.292 1.108 -1.009  -0.3435
33 C -3.357 1.643 -1.693  -0.8569
34 C -3.206 2.789 -2.497  -0.5960
35 C -1.987 3.410 -2.620  -0.6008
36 C -0.909 2.863 -1.920  0.7400
37 H 2.136 2.081 -0.448  0.4039
38 H -2.441 0.225 -0.399  0.2797
39 H -4.330 1.177 -1.616  0.4304
40 H -4.063 3.189 -3.022  0.4373
41 H -1.868 4.291 -3.236  0.4536

The calculation puts the LUMO energy (spin up / spin down) at -0.2302 / -0.3231 Ha. Its spin multiplicity is 3. As for the charge: +2. For the frontier orbital gap (spin up / spin down), the calculation gives 0.3299 / 0.2365 Eh. The value obtained for the HOMO energy (spin up / spin down) is -15.2 / -15.2 eV.

=====

Run b
A molecular structure, C16H19Cl2NNiS2. Source: the Open Molecules 2025 dataset; level of theory: ωB97M-V with the def2-TZVPD basis set.

Last column: Mulliken charge in e.
Positions of all 41 atoms, in Å:
1 Ni -0.627 -0.741 -0.554  0.6479
2 C -2.990 -1.960 -0.318  -0.1464
3 C -2.998 -1.658 -1.678  -0.5574
4 C -1.922 -2.038 -2.488  -0.5941
5 C -0.834 -2.725 -1.940  -0.3240
6 C -0.835 -3.062 -0.576  -0.5536
7 C -1.921 -2.678 0.233  -0.5673
8 H -3.836 -1.704 0.304  0.5256
9 H -3.851 -1.157 -2.112  0.4598
10 H -1.953 -1.843 -3.552  0.6746
11 H -0.033 -3.075 -2.581  0.4963
12 H -0.059 -3.706 -0.180  0.5163
13 H -1.981 -3.012 1.261  0.5347
14 Cl 0.114 2.612 -3.904  -0.0849
15 C -0.910 1.207 -3.530  -0.3775
16 Cl -1.192 1.080 -1.780  0.0220
17 H -0.410 0.305 -3.878  0.2635
18 H -1.879 1.341 -4.008  0.4122
19 C 2.910 -1.063 0.129  -0.9466
20 S 1.776 -0.591 -1.196  0.1344
21 C 2.097 1.185 -1.271  -0.6170
22 H 2.814 -0.391 0.975  0.2397
23 H 3.925 -1.008 -0.264  0.4461
24 H 2.693 -2.084 0.424  0.3521
25 H 3.169 1.347 -1.220  0.4708
26 H 1.599 1.697 -0.448  0.1799
27 H 1.721 1.559 -2.220  0.0756
28 S 0.966 -0.655 3.718  -0.1081
29 C 0.276 -1.150 2.237  -0.2959
30 N -0.117 -0.204 1.417  0.2096
31 C 0.112 1.041 1.966  -0.1887
32 C -0.205 2.283 1.408  -0.4342
33 C 0.103 3.432 2.114  -0.7873
34 C 0.723 3.370 3.361  -0.5866
35 C 1.052 2.152 3.934  -0.4893
36 C 0.727 0.996 3.235  0.9652
37 H 0.181 -2.198 2.017  0.3182
38 H -0.722 2.330 0.462  0.4091
39 H -0.148 4.397 1.702  0.4504
40 H 0.932 4.279 3.901  0.4183
41 H 1.531 2.094 4.900  0.4365

The calculation puts the LUMO energy (spin up / spin down) at -0.2319 / -0.3012 Ha. Its spin multiplicity is 3. As for the charge: +2. For the frontier orbital gap (spin up / spin down), the calculation gives 0.3154 / 0.2461 Eh. The value obtained for the HOMO energy (spin up / spin down) is -14.9 / -14.9 eV.

=====

run b has the most favorable energy; the next structure is 0.712 eV above.

=====

Run a
2 unconnected molecules or ions with the total composition C2H5FO2. Source: the Open Molecules 2025 dataset; level of theory: ωB97M-V with the def2-TZVPD basis set.

Last column: Mulliken charge in e.
Positions of all 10 atoms, in Å:
1 C -0.979 0.808 0.593  -0.4119
2 C 2.389 -1.230 0.000  -0.2731
3 O -0.253 0.195 1.624  -0.1176
4 O 0.198 -1.066 1.405  -0.2504
5 F 2.434 -2.459 -0.308  -0.1964
6 H -2.018 0.456 0.690  0.2278
7 H -0.486 0.590 -0.371  0.2234
8 H -0.948 1.798 0.845  0.2410
9 H 2.357 -0.653 -0.997  0.2464
10 H 2.826 -1.004 0.904  0.3108

The calculation puts the LUMO energy (spin up / spin down) at 0.0293 / -0.0189 Ha. Its spin multiplicity is 1. As for the charge: 0. For the frontier orbital gap (spin up / spin down), the calculation gives 0.4033 / 0.2789 Eh. The value obtained for the HOMO energy (spin up / spin down) is -10.2 / -8.1 eV.

=====

Run b
2 unconnected molecules or ions with the total composition C2H5FO2. Source: the Open Molecules 2025 dataset; level of theory: ωB97M-V with the def2-TZVPD basis set.

Last column: Mulliken charge in e.
Positions of all 10 atoms, in Å:
1 C -0.563 0.152 -1.313  -0.4884
2 C 0.259 -0.468 1.177  0.4117
3 O 0.273 0.766 1.509  -0.3944
4 O -1.027 -0.580 -0.287  -0.5369
5 F 1.357 -0.802 0.504  -0.2428
6 H -0.595 1.274 -1.096  0.1637
7 H -1.215 0.166 -2.208  0.2562
8 H 0.402 -0.359 -1.522  0.2046
9 H -0.031 -1.332 1.727  0.2708
10 H 1.141 1.184 1.509  0.3554

The calculation puts the LUMO energy at 0.0173 Ha. Its spin multiplicity is 1. As for the charge: 0. For the frontier orbital gap, the calculation gives 0.3456 Eh. The value obtained for the HOMO energy is -8.9 eV.

=====

run b has the most favorable energy; the next structure is 3.972 eV above.